Record 1
Here is a structure of composition C19H36BeBrN6O6S from OMol25. Energies are from ωB97M-V/def2-TZVPD.

Geometry as XYZ:
```
70
C19H36BeBrN6O6S | OMol25 | ωB97M-V/def2-TZVPD
C -0.65 -0.81 5.46
C -0.75 -1.36 4.20
N -0.20 -0.76 3.01
C -0.94 -0.62 1.94
N -0.40 -0.08 0.83
C 0.39 1.16 1.03
C 1.86 1.09 0.46
N 2.05 2.07 -0.64
N -2.28 -1.12 2.00
C -2.49 -2.22 0.99
C -1.24 -3.18 0.89
C -0.42 -2.92 -0.40
C 1.12 -2.96 -0.18
O 1.53 -2.44 1.09
C -3.22 -0.10 1.72
C -2.91 1.31 1.83
C -3.78 2.32 1.56
C -5.11 1.88 1.18
C -5.31 0.45 1.14
N -4.43 -0.52 1.38
H 0.28 -0.77 6.05
H -1.56 -0.44 5.96
H -1.25 -2.33 4.10
H 0.77 -0.45 3.04
H -1.12 0.04 0.11
H 0.44 1.51 2.07
H -0.11 1.96 0.46
H 2.55 1.43 1.25
H 2.14 0.08 0.14
H 1.58 1.71 -1.46
H 1.66 2.97 -0.37
H -2.74 -1.80 -0.04
H -3.32 -2.84 1.36
H -1.66 -4.19 0.78
H -0.62 -3.20 1.79
H -0.64 -3.68 -1.17
H -0.64 -1.96 -0.88
H 1.57 -3.95 -0.38
H 1.56 -2.29 -0.95
H 2.14 -3.09 1.46
H -1.91 1.62 2.15
H -3.51 3.38 1.62
H -5.91 2.58 0.94
H -6.32 0.12 0.88
Br -6.30 1.29 3.12
C 5.64 1.07 -0.28
C 6.12 0.50 1.03
O 5.35 -0.03 1.81
C 7.59 0.60 1.32
H 4.56 0.94 -0.35
H 5.85 2.14 -0.31
H 6.12 0.56 -1.11
H 7.89 1.65 1.34
H 8.16 0.07 0.55
H 7.80 0.15 2.29
Be -2.68 -1.36 -1.96
C -2.24 -0.65 -7.38
S -3.01 0.01 -5.90
O -2.62 -0.89 -4.77
C -4.70 -0.42 -6.36
H -1.16 -0.52 -7.29
H -2.47 -1.71 -7.48
H -2.60 -0.10 -8.25
H -4.78 -1.49 -6.53
H -4.98 0.13 -7.26
H -5.36 -0.13 -5.54
N 5.42 5.14 0.23
O 5.28 5.82 -0.80
O 4.65 5.32 1.19
O 6.31 4.28 0.30
```

2S+1: 1
LUMO level: -0.2690 hartree
Highest occupied orbital energy: -8.60 eV
Gap between HOMO and LUMO: 1.28 eV
Net charge: +1

=====

Record 2
Here is the ion C19H36BrN2O with charge +1 from OMol25. Energies are from ωB97M-V/def2-TZVPD.

Geometry as XYZ:
```
59
C19H36BrN2O | OMol25 | ωB97M-V/def2-TZVPD
C -1.34 -3.18 -0.26
C -2.40 -3.05 -1.34
N -2.39 -1.77 -2.12
C -2.79 -0.49 -1.42
C -1.66 0.55 -1.63
C -1.42 1.54 -0.48
C -1.68 1.02 0.94
C -1.32 2.08 1.99
C -2.40 2.22 3.07
C 0.08 1.91 2.60
C 0.43 0.46 2.96
C 1.65 0.47 3.86
C 2.80 -0.16 3.52
C 2.74 -1.58 2.97
C 4.14 0.48 3.61
C -0.46 -0.22 -2.24
Br 0.79 -0.69 -0.79
C 0.34 0.54 -3.30
C 1.46 -0.27 -3.96
C 2.61 0.59 -4.45
N 3.30 1.43 -3.53
O 2.93 0.55 -5.61
C -1.16 -1.40 -2.90
H -1.32 -2.29 0.37
H -1.57 -4.05 0.34
H -0.35 -3.29 -0.71
H -3.39 -3.20 -0.92
H -2.25 -3.85 -2.06
H -3.09 -1.94 -2.84
H -3.66 -0.13 -1.96
H -3.16 -0.63 -0.41
H -2.01 1.17 -2.46
H -2.08 2.40 -0.64
H -0.40 1.93 -0.53
H -1.21 0.06 1.12
H -2.76 0.86 1.02
H -1.32 3.05 1.47
H -2.50 1.33 3.68
H -3.35 2.46 2.58
H -2.18 3.09 3.68
H 0.10 2.49 3.53
H 0.83 2.30 1.92
H 0.76 -0.04 2.05
H -0.43 -0.09 3.35
H 1.58 0.98 4.83
H 1.90 -2.10 3.41
H 2.56 -1.57 1.88
H 3.68 -2.10 3.16
H 4.46 0.68 2.58
H 4.92 -0.14 4.05
H 4.10 1.45 4.11
H 0.72 1.46 -2.86
H -0.37 0.82 -4.08
H 1.07 -0.79 -4.83
H 1.87 -1.03 -3.29
H 4.03 0.95 -3.03
H 2.69 1.93 -2.90
H -0.56 -2.23 -3.27
H -1.58 -0.96 -3.82
```

2S+1: 1
LUMO level: -0.1194 hartree
SMILES string: CC[N@H+]1C[C@@H](CC[C@@H](C)CCC=C(C)C)[C@](Br)(CCC(N)=O)C1
Highest occupied orbital energy: -9.94 eV
Gap between HOMO and LUMO: 6.69 eV
Net charge: +1

=====

Record 3
Here is a cluster of 7 separate species, C19H36Cl12F2N2O3P2 in total from OMol25. Energies are from ωB97M-V/def2-TZVPD.

Geometry as XYZ:
```
76
C19H36Cl12F2N2O3P2 | OMol25 | ωB97M-V/def2-TZVPD
C -0.35 -3.86 0.19
C -0.58 -2.74 -0.53
P 0.20 -1.15 -0.13
C 1.06 -1.03 1.50
C 0.58 -1.94 2.62
O -0.50 -1.40 3.38
N 0.03 0.06 -1.38
C 0.06 1.31 -1.18
C -0.84 2.17 -2.03
C 0.95 2.07 -0.25
N 1.81 -1.77 -0.95
C 1.61 -2.55 -2.11
O 1.14 -2.26 -3.17
F 2.07 -3.80 -1.93
C 2.79 -0.81 -1.21
O 3.65 -0.46 -0.43
F 2.81 -0.26 -2.44
P -1.82 -0.65 0.69
C -1.85 0.81 1.82
C -2.63 2.06 1.34
C -3.15 -0.61 -0.58
C -4.44 -1.24 0.01
H -1.08 -4.37 0.80
H 0.66 -4.25 0.23
H -1.30 -2.77 -1.34
H 2.10 -1.31 1.33
H 1.12 -0.02 1.89
H 0.35 -2.95 2.32
H 1.42 -2.02 3.32
H -1.24 -2.00 3.28
H -0.31 2.34 -2.96
H -1.74 1.63 -2.28
H -1.06 3.12 -1.55
H 1.49 2.79 -0.87
H 0.41 2.67 0.47
H 1.71 1.47 0.22
H -0.88 1.14 2.14
H -2.33 0.48 2.74
H -3.25 2.48 2.12
H -3.21 1.91 0.44
H -1.91 2.83 1.09
H -2.89 -1.18 -1.45
H -3.42 0.38 -0.93
H -5.04 -0.48 0.51
H -5.02 -1.76 -0.74
H -4.13 -1.92 0.80
C 0.39 -7.14 2.17
Cl 1.44 -6.03 3.06
Cl -1.23 -6.48 1.92
H 0.84 -7.34 1.21
H 0.29 -8.06 2.74
C 1.86 3.60 -4.74
Cl 2.22 4.98 -3.69
Cl 2.12 2.07 -3.91
H 0.82 3.66 -5.05
H 2.51 3.65 -5.60
C 0.14 -2.63 5.92
Cl -1.26 -3.60 5.47
Cl 1.63 -3.58 5.95
H 0.25 -1.84 5.19
H -0.02 -2.20 6.91
C -4.04 -1.15 4.60
Cl -3.52 0.54 4.73
Cl -4.07 -1.69 2.92
H -3.34 -1.77 5.16
H -5.03 -1.24 5.02
C 5.32 2.23 -5.78
Cl 5.24 3.93 -5.26
Cl 4.02 1.83 -6.91
H 6.27 2.06 -6.27
H 5.22 1.60 -4.90
C 1.87 8.78 -3.17
Cl 1.91 9.80 -1.72
Cl 0.50 9.18 -4.21
H 2.79 8.93 -3.72
H 1.78 7.75 -2.86
```

2S+1: 1
Energy relative to the best compared isomer or geometry (same formula, charge and spin): 16.40 kcal per mole
LUMO level: -0.0066 hartree
SMILES string: C=CP(CCO)(N=C(C)C)(N(C(=O)F)C(=O)F)P(CC)CC.ClCCl.ClCCl.ClCCl.ClCCl.ClCCl.ClCCl
Highest occupied orbital energy: -7.06 eV
Gap between HOMO and LUMO: 6.88 eV

=====

Record 4
Here is a cluster of 2 separate species, C19H36ClN2O5 in total from OMol25. Energies are from ωB97M-V/def2-TZVPD.

Geometry as XYZ:
```
63
C19H36ClN2O5 | OMol25 | ωB97M-V/def2-TZVPD
C 0.78 2.59 2.78
C 2.32 2.53 2.76
C 2.95 2.28 1.37
N 2.14 1.45 0.47
C 2.53 0.05 0.34
C 2.60 -0.63 1.70
N 1.24 -0.83 2.30
C 0.31 -1.57 1.38
C 0.18 -0.72 0.12
C -1.05 -1.04 -0.73
C -2.36 -0.78 0.02
C -2.47 0.63 0.58
C -3.90 1.05 0.90
C -4.61 0.08 1.85
O -3.74 -0.31 2.90
C -3.96 -1.60 3.42
C 1.52 -0.64 -0.61
C 2.14 -1.97 -1.09
C 1.19 -2.90 -1.77
O 0.76 -3.91 -1.30
Cl 0.74 -2.41 -3.41
H 0.33 1.72 3.27
H 0.35 2.71 1.79
H 0.45 3.44 3.38
H 2.65 1.75 3.44
H 2.70 3.47 3.14
H 3.94 1.85 1.51
H 3.11 3.24 0.88
H 2.17 1.86 -0.46
H 3.53 -0.07 -0.09
H 3.05 -1.62 1.60
H 3.19 -0.07 2.42
H 1.33 -1.34 3.18
H 0.82 0.08 2.49
H 0.72 -2.56 1.20
H -0.65 -1.67 1.88
H 0.02 0.30 0.48
H -0.99 -0.36 -1.59
H -1.06 -2.06 -1.10
H -3.18 -0.95 -0.70
H -2.47 -1.52 0.82
H -1.91 0.68 1.52
H -2.00 1.34 -0.10
H -3.90 2.05 1.34
H -4.47 1.07 -0.03
H -4.96 -0.79 1.29
H -5.47 0.59 2.27
H -3.00 -2.02 3.73
H -4.40 -2.27 2.67
H -4.61 -1.57 4.29
H 1.38 0.03 -1.45
H 2.94 -1.73 -1.80
H 2.59 -2.54 -0.28
C 1.71 0.24 -5.87
C 0.31 0.59 -6.33
O -0.40 0.66 -5.08
C 0.48 0.91 -4.10
O 0.19 1.19 -2.98
O 1.75 0.80 -4.55
H 2.49 0.68 -6.48
H 1.87 -0.84 -5.80
H 0.25 1.56 -6.81
H -0.15 -0.16 -6.97
```

2S+1: 1
Energy relative to the best compared isomer or geometry (same formula, charge and spin): 0.00 kcal per mole
LUMO level: -0.0971 hartree
Highest occupied orbital energy: -11.95 eV
Gap between HOMO and LUMO: 9.31 eV
Net charge: +1

=====

Record 5
Here is a structure of composition C19H36NO5S from OMol25. Energies are from ωB97M-V/def2-TZVPD.

Geometry as XYZ:
```
62
C19H36NO5S | OMol25 | ωB97M-V/def2-TZVPD
C -1.80 1.20 5.50
C -0.70 0.23 6.06
C -0.33 -0.97 5.10
C -0.03 -0.45 3.62
C 1.13 -1.25 2.92
C 2.43 -0.35 2.73
C 2.10 0.74 1.66
C 3.23 1.84 1.48
C 2.50 3.16 0.95
C 3.27 3.85 -0.26
C 2.33 3.89 -1.53
C 2.44 2.55 -2.37
C 1.48 2.52 -3.63
S 0.05 1.36 -3.43
C -1.10 2.12 -2.18
C -0.95 1.44 -0.74
O -0.92 2.13 0.25
N 0.62 -0.12 -2.76
C -0.02 -1.05 -3.34
O -0.43 -1.83 -4.09
H -1.66 1.52 4.44
H -2.83 0.78 5.67
H -1.76 2.13 6.12
H 0.25 0.78 6.28
H -1.11 -0.23 7.00
H -1.11 -1.76 5.02
H 0.66 -1.39 5.45
H 0.24 0.64 3.75
H -0.98 -0.43 3.01
H 0.81 -1.53 1.88
H 1.34 -2.19 3.49
H 2.73 0.07 3.73
H 3.27 -1.03 2.42
H 1.18 1.31 1.97
H 1.84 0.27 0.67
H 3.70 2.11 2.46
H 4.04 1.52 0.78
H 1.49 2.88 0.55
H 2.29 3.88 1.79
H 3.45 4.91 0.03
H 4.26 3.39 -0.48
H 1.24 3.99 -1.23
H 2.54 4.80 -2.16
H 3.50 2.49 -2.73
H 2.26 1.67 -1.69
H 2.07 2.12 -4.49
H 1.03 3.52 -3.83
H -2.16 1.95 -2.49
H -0.85 3.20 -2.06
H -0.89 0.31 -0.65
C -5.03 -7.04 -3.40
O -4.93 -5.63 -3.56
C -3.84 -5.22 -4.22
O -2.98 -5.93 -4.67
O -3.88 -3.88 -4.30
C -2.77 -3.32 -4.99
H -5.95 -7.25 -2.85
H -5.09 -7.54 -4.37
H -4.19 -7.43 -2.82
H -2.74 -3.66 -6.02
H -1.84 -3.55 -4.48
H -2.90 -2.23 -4.99
```

2S+1: 1
Energy relative to the best compared isomer or geometry (same formula, charge and spin): 0.00 kcal per mole
LUMO level: -0.1760 hartree
Highest occupied orbital energy: -12.36 eV
Gap between HOMO and LUMO: 7.56 eV
Net charge: +1

=====

Record 6
Here is a cluster of 3 separate species, C19H36O10 in total from OMol25. Energies are from ωB97M-V/def2-TZVPD.

Geometry as XYZ:
```
65
C19H36O10 | OMol25 | ωB97M-V/def2-TZVPD
C 7.79 2.58 0.85
O 7.87 1.72 -0.31
C 6.57 1.42 -0.86
C 5.77 0.27 -0.03
C 4.34 0.13 -0.78
C 3.41 -1.03 -0.17
C 2.17 -0.44 0.71
C 0.74 -0.72 0.01
C 0.28 0.58 -0.81
C -1.31 0.86 -0.78
C -1.65 2.40 -0.40
O -2.18 2.45 0.96
C -2.84 1.16 1.05
O -3.88 1.01 1.70
O -2.10 0.23 0.27
H 8.20 1.98 1.74
H 8.48 3.49 0.67
H 6.74 2.95 1.10
H 5.88 2.31 -0.98
H 6.74 0.97 -1.91
H 6.41 -0.68 -0.14
H 5.65 0.55 1.09
H 4.60 -0.13 -1.87
H 3.88 1.17 -0.77
H 2.90 -1.54 -1.07
H 3.95 -1.79 0.48
H 2.15 -0.97 1.73
H 2.34 0.69 0.89
H 0.03 -1.03 0.84
H 0.78 -1.62 -0.72
H 0.58 0.42 -1.91
H 0.84 1.52 -0.47
H -1.68 0.74 -1.86
H -0.88 3.18 -0.71
H -2.60 2.65 -1.02
C -4.88 -0.04 -3.35
C -4.96 -1.12 -4.41
O -4.88 -0.55 -5.73
C -3.64 -0.22 -6.14
O -2.62 -0.37 -5.51
O -3.75 0.32 -7.36
C -2.51 0.79 -7.89
H -5.63 0.74 -3.53
H -5.04 -0.46 -2.36
H -3.90 0.45 -3.36
H -5.93 -1.62 -4.35
H -4.19 -1.88 -4.27
H -1.74 0.01 -7.86
H -2.18 1.68 -7.34
H -2.67 1.08 -8.93
C -3.55 0.03 5.23
C -2.81 -0.88 4.27
O -1.57 -1.32 4.85
C -1.67 -2.32 5.74
O -2.69 -2.87 6.09
O -0.44 -2.59 6.21
C -0.41 -3.58 7.23
H -2.91 0.86 5.55
H -4.44 0.44 4.75
H -3.86 -0.50 6.13
H -2.55 -0.33 3.37
H -3.42 -1.74 3.97
H -0.92 -4.49 6.92
H -0.86 -3.19 8.15
H 0.63 -3.83 7.43
```

2S+1: 1
LUMO level: 0.0173 hartree
SMILES string: COCCCCCCC[C@@H]1COC(=O)O1.CCOC(=O)OC.CCOC(=O)OC
Highest occupied orbital energy: -9.56 eV
Gap between HOMO and LUMO: 10.03 eV

=====

Record 7
Here is a cluster of 4 separate species, C19H37BNO10 in total from OMol25. Energies are from ωB97M-V/def2-TZVPD.

Geometry as XYZ:
```
68
C19H37BNO10 | OMol25 | ωB97M-V/def2-TZVPD
C 4.40 -0.34 2.14
C 3.08 -1.08 2.33
C 2.39 -1.42 1.01
C 1.22 -0.50 0.63
C 0.93 -0.69 -0.86
B -0.16 -0.68 1.55
N 0.05 -0.10 3.01
C -0.64 -2.25 1.61
C -1.93 -2.47 2.38
O -1.93 -3.61 3.28
H 4.31 0.42 1.35
H 4.73 0.18 3.04
H 5.20 -1.02 1.83
H 3.27 -1.99 2.91
H 2.40 -0.48 2.93
H 3.15 -1.39 0.21
H 2.03 -2.46 1.03
H 1.58 0.54 0.77
H -0.02 -0.24 -1.15
H 1.73 -0.29 -1.50
H 0.85 -1.76 -1.08
H -1.06 -0.04 0.94
H -0.19 0.88 3.03
H -0.57 -0.53 3.68
H -0.79 -2.60 0.58
H 0.13 -2.91 2.03
H -2.77 -2.66 1.71
H -2.19 -1.58 2.97
H -1.06 -3.63 3.70
C -3.53 -7.59 5.88
C -2.42 -6.80 6.52
C -2.64 -5.30 6.61
O -1.31 -4.79 6.53
C -0.56 -5.68 5.83
O 0.51 -5.46 5.39
O -1.24 -6.85 5.70
H -3.25 -8.64 5.78
H -4.43 -7.52 6.49
H -3.75 -7.19 4.89
H -2.16 -7.20 7.50
H -3.09 -4.97 7.55
H -3.21 -4.92 5.76
C 2.20 2.80 -4.94
C 1.16 1.94 -4.27
C -0.19 1.89 -4.95
O -1.08 1.69 -3.86
C -0.51 2.20 -2.74
O -1.06 2.39 -1.71
O 0.79 2.51 -3.00
H 3.10 2.85 -4.33
H 2.45 2.38 -5.91
H 1.82 3.81 -5.08
H 1.54 0.93 -4.08
H -0.30 1.08 -5.67
H -0.42 2.84 -5.43
C 0.16 8.31 -5.07
C -0.74 7.23 -5.60
C -1.07 6.10 -4.64
O -1.24 4.99 -5.54
C -0.51 5.23 -6.65
O -0.28 4.41 -7.49
O -0.09 6.51 -6.67
H 0.39 9.03 -5.85
H -0.34 8.83 -4.25
H 1.09 7.88 -4.70
H -1.67 7.65 -6.01
H -1.98 6.23 -4.07
H -0.24 5.88 -3.97
```

2S+1: 1
LUMO level: 0.0718 hartree
Highest occupied orbital energy: -3.40 eV
Gap between HOMO and LUMO: 5.36 eV
Net charge: -1